Density functional theory data (ωB97M-V/def2-TZVPD) for a cluster of 3 separate species, C2H10N2O3 in total.

Each line ends with the Mulliken charge.
Geometry (Å):
N  -2.36899  -0.46582  -1.02585  -0.690
C  -0.97651  0.00241  -0.76037  -0.497
C  -0.44103  -0.48169  0.64808  0.598
N  -0.93959  -1.75579  0.82738  -0.323
O  0.34336  0.11424  1.36494  -0.656
H  -3.00227  0.21317  -0.54977  0.224
H  -2.58062  -0.31268  -2.01612  0.256
H  -0.22880  -0.36689  -1.33444  0.319
H  -0.99897  1.12448  -0.95946  0.335
H  -1.46984  -2.10396  0.13982  0.170
H  -0.59411  -2.44767  1.46794  0.231
H  -0.00464  2.18353  0.44693  0.298
H  1.14446  1.77484  1.39433  0.397
O  0.95470  2.36746  0.54685  -0.663
H  3.54622  -0.10034  -0.67190  0.280
H  2.37087  0.54728  -1.15120  0.333
O  2.88732  -0.24231  -1.24968  -0.613

## Properties
- Orbital gap: 10.434 eV
- Energy relative to the best compared isomer or geometry (same formula, charge and spin): 1.825 eV
- Electronic energy: -11358.2082 eV
- SMILES: NCC(N)=O.O.O
- E_LUMO: 0.60 eV